No. 1
{"formula": "C3H8IN2O", "method": "wB97M-V/def2-TZVPD", "symbols": ["C", "N", "C", "N", "O", "C", "I", "H", "H", "H", "H", "H", "H", "H", "H"], "positions_angstrom": [[1.482, -1.155, -0.010], [1.102, 0.240, 0.290], [-0.526, 0.554, 0.029], [-0.581, 1.188, -1.178], [-1.062, 0.994, 1.204], [-1.517, -0.248, 0.730], [-3.487, -0.308, -0.090], [2.459, -1.386, 0.412], [0.757, -1.844, 0.421], [1.511, -1.308, -1.086], [1.619, 0.898, -0.299], [1.277, 0.454, 1.279], [-0.546, 2.199, -1.158], [-1.224, 0.834, -1.871], [-1.264, -1.112, 1.327]], "lowdin_charge": [-0.010, 0.096, -0.548, 0.149, 0.024, -0.636, 0.957, 0.108, 0.096, 0.110, 0.168, 0.175, 0.130, 0.091, 0.089], "lumo_energy_ev": -3.34, "orbital_gap_ev": 10.224, "total_energy_ev": -16360.890, "homo_ha": -0.4986, "smiles": "C[NH2+][C@]1(N)O[C@H]1I", "charge": 1}

No. 2
{"formula": "C2H6N4", "method": "wB97M-V/def2-TZVPD", "symbols": ["H", "N", "C", "N", "C", "N", "N", "H", "H", "H", "H", "H"], "positions_angstrom": [[-1.848, -1.078, 2.715], [-1.638, -0.483, 1.796], [-0.395, -0.220, 1.920], [0.332, 0.384, 0.868], [0.065, 0.202, -0.448], [0.982, 0.363, -1.343], [0.850, 0.190, -2.670], [0.213, -0.241, 2.837], [1.407, 0.294, 1.077], [-0.986, -0.196, -0.658], [1.181, 0.894, -3.249], [-0.162, -0.108, -2.846]], "lowdin_charge": [0.094, 0.050, -0.330, -0.018, -0.261, -0.093, -0.024, 0.115, 0.178, 0.136, 0.046, 0.108], "lumo_energy_ev": 0.88, "orbital_gap_ev": 8.904, "total_energy_ev": -8129.481, "homo_ha": -0.2948, "smiles": "[H]/N=C/N/C=N/N"}

No. 3
{"formula": "C3H10N2O", "method": "wB97M-V/def2-TZVPD", "symbols": ["N", "C", "C", "N", "C", "O", "H", "H", "H", "H", "H", "H", "H", "H", "H", "H"], "positions_angstrom": [[1.759, 0.302, -1.085], [1.158, -0.227, 0.152], [-0.330, -0.257, 0.045], [-1.025, -1.139, 1.016], [-1.007, 1.111, 0.098], [-2.291, 1.170, -0.493], [2.506, 0.947, -0.951], [2.146, -0.440, -1.656], [1.588, 0.337, 0.984], [1.482, -1.268, 0.285], [-0.559, -0.717, -0.923], [-1.043, -2.113, 0.715], [-0.463, -1.201, 1.871], [-1.030, 1.359, 1.164], [-0.388, 1.846, -0.422], [-2.504, 0.290, -0.799]], "lowdin_charge": [0.005, -0.256, -0.415, 0.034, -0.246, -0.054, 0.052, 0.067, 0.121, 0.112, 0.140, 0.068, 0.072, 0.118, 0.112, 0.069], "lumo_energy_ev": 0.92, "orbital_gap_ev": 10.299, "total_energy_ev": -8300.249, "homo_ha": -0.3447, "smiles": "NC[C@@H](N)CO"}

No. 4
{"formula": "C3H6N2O", "method": "wB97M-V/def2-TZVPD", "symbols": ["C", "C", "C", "N", "N", "O", "H", "H", "H", "H", "H", "H"], "positions_angstrom": [[1.203, 0.193, -0.587], [-2.633, -0.128, 0.042], [2.231, -0.249, 0.178], [0.276, 1.048, -0.119], [-2.159, -1.124, 0.525], [-3.329, 0.761, -0.193], [2.380, 0.115, 1.137], [-1.491, -1.777, 0.290], [2.817, -1.047, 0.042], [-0.558, 1.179, -0.664], [0.066, 1.267, 0.917], [1.195, -0.236, -1.567]], "lowdin_charge": [-0.354, -0.447, -0.008, 0.064, 0.213, 0.160, 0.022, 0.049, 0.003, 0.064, 0.144, 0.087], "lumo_energy_ev": [0.59, -1.05], "orbital_gap_ev": [4.953, 10.112], "total_energy_ev": -8230.776, "homo_ha": [-0.1604, -0.4101], "spin_multiplicity": 3, "s_squared": 2.005}

No. 5
{"formula": "CH3N4Si", "method": "wB97M-V/def2-TZVPD", "symbols": ["C", "N", "N", "N", "N", "Si", "H", "H", "H"], "positions_angstrom": [[-2.171, 0.123, -0.141], [2.457, 0.212, -0.039], [1.427, -0.276, 0.189], [-3.272, -0.175, -0.313], [3.460, 0.583, -0.450], [-0.404, -0.017, 0.130], [-0.246, 1.288, 0.726], [-0.310, -0.574, -1.239], [-0.943, -1.165, 1.135]], "lowdin_charge": [-0.553, -0.425, -0.122, -0.010, 0.032, 0.204, -0.066, -0.042, -0.018], "lumo_energy_ev": 4.18, "orbital_gap_ev": 9.046, "total_energy_ev": -14922.493, "homo_ha": -0.1788, "charge": -1}

No. 6
{"formula": "CH5OS", "method": "wB97M-V/def2-TZVPD", "symbols": ["C", "S", "H", "H", "H", "H", "H", "O"], "positions_angstrom": [[0.877, 0.623, -0.507], [2.188, 0.383, 0.772], [1.139, 0.212, -1.490], [0.052, -0.022, -0.199], [0.573, 1.670, -0.575], [-2.189, -0.501, 0.345], [-0.841, -1.182, 0.744], [-1.797, -1.183, 0.909]], "lowdin_charge": [-0.741, -0.088, -0.016, -0.078, -0.019, 0.030, 0.007, -0.094], "lumo_energy_ev": 4.15, "orbital_gap_ev": 6.338, "total_energy_ev": -14001.304, "homo_ha": -0.0805, "charge": -1}